Molecular formula: C2H6OP2
Method: DFT, wB97M-V/def2-TZVPD

Last columns: bonded neighbours and bond lengths (Å).
Element x y z (Å)
1 C 0.790 0.827 0.216  C2 1.459, O3 1.446, P4 1.954, H6 1.061
2 C 0.000 -0.347 0.573  C1 1.459, O3 1.369, H7 1.054
3 O 0.620 0.354 1.572  C1 1.446, C2 1.369
4 P 2.665 0.489 -0.217  C1 1.954, H8 1.326, H9 1.277
5 P -3.387 0.121 -0.136  H10 1.400, H11 1.379
6 H 0.407 1.793 0.001  C1 1.061
7 H -0.202 -1.363 0.376  C2 1.054
8 H 2.610 0.348 -1.535  P4 1.326
9 H 2.693 -0.760 0.048  P4 1.277
10 H -3.155 -1.112 0.487  P5 1.400
11 H -3.041 -0.348 -1.386  P5 1.379

- multiplicity = 3
- energy relative to the best compared isomer or geometry (same formula, charge and spin) (kJ/mol) = 224.23
- E (Ha) = -837.5040